Molecular formula: C38H29CoN6O7
Method: DFT, wB97M-V/def2-TZVPD

As for the electronic energy: -3703.6393 Ha. As for the multiplicity: 2. The value obtained for the HOMO energy (alpha / beta) is -4.66 / -4.65 eV. The value obtained for the orbital gap (alpha / beta) is 0.227 / 0.226 Ha. The net charge is -1. The value obtained for the strongest force on any atom is 0.025 hartree/bohr. The value obtained for the LUMO energy (alpha / beta) is 1.52 / 1.51 eV.

Structure (XYZ):
```
81
C38H29CoN6O7, DFT wB97M-V/def2-TZVPD
Co 0.816 -0.868 -0.578
C 0.044 -3.201 3.091
C 0.519 -4.455 2.735
C 1.223 -4.570 1.558
C 1.399 -3.455 0.733
N 0.834 -2.273 1.033
C 0.227 -2.155 2.206
C 2.199 -3.525 -0.486
C 3.164 -4.520 -0.679
C 3.882 -4.561 -1.852
C 3.590 -3.625 -2.835
C 2.627 -2.670 -2.565
N 1.976 -2.582 -1.411
H -0.464 -3.045 4.032
H 0.338 -5.316 3.365
H 1.626 -5.525 1.251
H -0.117 -1.169 2.467
H 3.367 -5.223 0.116
H 4.649 -5.307 -2.012
H 4.109 -3.629 -3.783
H 2.358 -1.957 -3.330
O 4.189 1.031 0.171
C 3.195 0.545 -0.355
O 2.280 -0.120 0.245
C 2.977 0.706 -1.847
C 3.940 1.360 -2.635
C 3.707 1.516 -3.970
C 2.506 1.017 -4.521
C 2.190 1.142 -5.889
C 1.007 0.658 -6.379
C 0.116 -0.017 -5.527
C 0.416 -0.194 -4.203
C 1.598 0.347 -3.656
N 1.857 0.208 -2.327
H 4.842 1.704 -2.150
H 4.408 2.034 -4.614
H 2.895 1.643 -6.543
H 0.762 0.779 -7.426
H -0.819 -0.396 -5.919
H -0.245 -0.755 -3.562
O -4.303 2.959 -3.975
C -3.769 3.359 -2.927
O -3.962 4.357 -2.211
C -2.623 2.430 -2.390
C -1.411 2.979 -1.986
C -0.423 2.150 -1.477
N -0.593 0.839 -1.357
C -1.747 0.305 -1.751
C -2.793 1.058 -2.268
C -1.809 -1.208 -1.606
O -2.840 -1.817 -1.871
O -0.714 -1.743 -1.191
H -1.253 4.047 -2.053
H 0.532 2.539 -1.136
H -3.707 0.568 -2.573
C -3.002 0.364 5.108
N -2.883 0.729 3.709
N -1.617 1.105 3.250
C -1.425 0.631 1.941
O -0.413 0.841 1.296
C -2.633 -0.107 1.640
C -3.437 -0.062 2.723
C -4.764 -0.699 2.937
C -0.924 2.176 3.845
C 0.464 2.238 3.742
C 1.145 3.265 4.376
C 0.464 4.221 5.114
C -0.921 4.178 5.177
C -1.619 3.169 4.535
H -2.500 1.107 5.720
H -2.561 -0.619 5.316
H -4.056 0.342 5.376
H -2.833 -0.598 0.703
H -5.125 -1.103 1.995
H -5.483 0.031 3.311
H -4.697 -1.516 3.660
H 0.989 1.498 3.154
H 2.224 3.308 4.297
H 1.004 5.006 5.628
H -1.467 4.938 5.723
H -2.700 3.160 4.549
```

***

Molecular formula: C38H29N6O7PS5Ti
Method: DFT, wB97M-V/def2-TZVPD

As for the electronic energy: -5502.6030 Ha. As for the multiplicity: 1. The value obtained for the HOMO energy is -7.75 eV. The value obtained for the orbital gap is 0.241 Ha. The value obtained for the strongest force on any atom is 0.033 hartree/bohr. The value obtained for the LUMO energy is -1.20 eV.

Structure (XYZ):
```
87
C38H29N6O7PS5Ti, DFT wB97M-V/def2-TZVPD
Ti 0.384 -0.697 0.231
O -0.054 1.953 0.020
C 0.016 2.727 0.949
C 0.079 2.335 2.363
C 0.046 3.327 3.336
C 0.054 2.962 4.663
C 0.086 1.632 5.061
C 0.131 0.639 4.103
C 0.132 0.988 2.753
O 0.223 0.033 1.842
N 0.019 4.017 5.690
O -0.112 3.670 6.844
O 0.135 5.166 5.316
H 0.019 3.815 0.760
H 0.016 4.374 3.063
H 0.086 1.396 6.115
H 0.176 -0.409 4.365
N 3.952 -2.974 -3.522
C 2.680 -2.948 -3.034
C 2.335 -2.046 -2.011
N 1.116 -2.007 -1.500
C 0.209 -2.842 -2.040
C 0.555 -3.696 -3.060
N 1.788 -3.773 -3.561
H 4.696 -2.506 -3.036
H 4.180 -3.687 -4.191
H 3.062 -1.344 -1.633
H -0.796 -2.816 -1.657
H -0.193 -4.350 -3.490
O -4.773 0.597 -2.307
C -4.557 0.470 -0.991
C -5.665 0.543 -0.144
C -5.504 0.426 1.217
C -4.237 0.238 1.781
C -3.145 0.146 0.950
C -3.282 0.250 -0.441
C -2.165 0.033 -1.359
O -2.223 0.151 -2.563
O -0.987 -0.354 -0.805
H -3.912 0.491 -2.761
H -6.640 0.676 -0.591
H -6.375 0.472 1.859
H -4.119 0.144 2.851
H -2.168 -0.036 1.375
S -5.926 -3.677 -0.926
C -4.577 -3.550 0.022
S -3.058 -3.097 -0.686
C -2.283 -3.126 0.867
N -3.075 -3.469 1.819
N -4.352 -3.728 1.354
C -5.254 -4.231 2.352
C -4.718 -4.644 3.572
C -5.551 -5.137 4.559
C -6.922 -5.226 4.354
C -7.445 -4.807 3.144
C -6.625 -4.307 2.140
S -0.598 -2.792 1.202
H -3.655 -4.578 3.738
H -5.119 -5.460 5.498
H -7.570 -5.612 5.129
H -8.511 -4.862 2.963
H -7.053 -3.981 1.209
S 2.291 -2.118 1.766
P 3.502 -0.668 1.166
S 2.576 0.584 -0.134
C 4.174 0.308 2.534
C 4.947 -0.357 3.487
C 5.510 0.349 4.536
C 5.303 1.720 4.641
C 4.527 2.381 3.703
C 3.964 1.676 2.645
C 4.989 -1.357 0.373
C 5.035 -2.682 -0.043
C 6.163 -3.167 -0.694
C 7.243 -2.330 -0.935
C 7.201 -1.004 -0.518
C 6.080 -0.520 0.135
H 5.095 -1.428 3.411
H 6.108 -0.169 5.274
H 5.751 2.272 5.457
H 4.359 3.446 3.791
H 3.357 2.185 1.908
H 4.194 -3.334 0.165
H 6.197 -4.203 -1.008
H 8.123 -2.710 -1.437
H 8.046 -0.351 -0.695
H 6.052 0.513 0.463
```

***

Molecular formula: C38H30ClF49N2O6S
Method: DFT, wB97M-V/def2-TZVPD

As for the electronic energy: -7778.3733 Ha. As for the multiplicity: 1. The value obtained for the HOMO energy is -8.72 eV. The value obtained for the orbital gap is 0.250 Ha. The value obtained for the strongest force on any atom is 0.144 hartree/bohr. The value obtained for the LUMO energy is -1.92 eV.

Structure (XYZ):
```
127
C38H30ClF49N2O6S, DFT wB97M-V/def2-TZVPD
C 8.652 6.168 -2.917
C 7.883 7.524 -2.311
F 8.049 8.606 -3.352
C 6.253 7.163 -2.213
C 5.173 8.135 -2.980
C 3.536 7.817 -2.967
C 3.040 6.483 -2.151
N 1.677 5.858 -1.943
S 1.876 4.409 -0.932
N 3.616 4.315 -0.570
C 4.098 5.527 -1.342
C 5.707 5.862 -1.367
Cl 6.810 4.677 -0.411
H 9.329 6.554 -3.790
H 9.219 5.625 -2.050
H 7.809 5.437 -3.322
H 8.328 7.851 -1.256
H 5.527 9.104 -3.572
H 2.767 8.494 -3.532
C -0.762 1.960 2.710
C -0.746 1.127 4.001
C 0.212 1.630 5.073
F 1.500 1.599 4.663
F 0.149 0.841 6.180
F -0.503 -0.175 3.691
F -2.016 1.154 4.515
O 0.021 1.449 1.629
C 1.395 1.830 1.636
C 2.342 0.630 1.744
F 2.140 -0.059 2.898
F 3.642 1.028 1.754
F 1.602 2.753 2.606
F 1.604 2.476 0.456
H -1.793 1.929 2.334
H -0.571 3.024 2.892
H -0.033 2.650 5.381
H 2.199 -0.062 0.909
C -2.730 -1.831 2.004
C -2.969 -1.192 0.628
C -4.417 -0.817 0.340
F -5.233 -1.895 0.332
F -4.528 -0.250 -0.892
F -2.468 -2.010 -0.338
F -2.212 -0.051 0.575
O -2.645 -3.258 2.023
C -3.890 -3.944 2.129
C -4.173 -4.845 0.922
F -4.240 -4.126 -0.229
F -5.370 -5.479 1.051
F -4.880 -3.049 2.361
F -3.799 -4.700 3.257
H -1.738 -1.497 2.334
H -3.414 -1.448 2.771
H -4.795 -0.097 1.070
H -3.392 -5.601 0.802
C -0.361 -8.171 -1.140
C 1.007 -7.763 -1.709
C 2.200 -8.158 -0.848
F 2.174 -7.564 0.367
F 3.363 -7.768 -1.435
F 1.004 -6.427 -1.967
F 1.136 -8.375 -2.928
O -1.079 -7.147 -0.447
C -0.757 -7.002 0.935
C -0.187 -5.619 1.267
F 0.966 -5.381 0.589
F 0.114 -5.516 2.589
F 0.060 -8.014 1.315
F -1.926 -7.193 1.606
H -0.997 -8.410 -2.002
H -0.318 -9.105 -0.567
H 2.248 -9.241 -0.707
H -0.898 -4.828 1.013
C -0.716 8.451 -1.885
C -1.906 7.499 -1.691
C -3.118 7.805 -2.563
F -3.642 9.023 -2.300
F -4.113 6.907 -2.331
F -2.242 7.465 -0.373
F -1.468 6.237 -1.994
O -0.595 9.501 -0.923
C -1.343 10.681 -1.208
C -2.387 10.993 -0.130
F -3.298 9.992 -0.016
F -3.087 12.119 -0.434
F -1.880 10.586 -2.448
F -0.431 11.689 -1.272
H 0.190 7.848 -1.742
H -0.636 8.822 -2.914
H -2.867 7.753 -3.625
H -1.915 11.133 0.847
C -6.825 0.757 6.987
C -6.591 0.040 5.648
C -5.220 0.279 5.028
F -5.013 1.581 4.728
F -5.099 -0.402 3.856
F -7.588 0.369 4.784
F -6.728 -1.303 5.879
O -7.555 1.984 6.917
C -6.773 3.146 6.647
C -7.178 3.840 5.342
F -7.011 3.021 4.271
F -6.411 4.939 5.111
F -5.458 2.823 6.685
F -6.983 3.983 7.699
H -7.466 0.095 7.584
H -5.908 0.854 7.579
H -4.418 -0.060 5.690
H -8.227 4.150 5.369
C 3.734 -8.818 -6.348
C 3.750 -9.651 -5.057
C 4.709 -9.148 -3.985
F 5.997 -9.179 -4.395
F 4.645 -9.937 -2.878
F 3.993 -10.953 -5.367
F 2.480 -9.624 -4.543
O 4.518 -9.329 -7.429
C 5.892 -8.948 -7.422
C 6.838 -10.148 -7.314
F 6.637 -10.837 -6.160
F 8.139 -9.750 -7.304
F 6.099 -8.025 -6.452
F 6.100 -8.302 -8.602
H 2.704 -8.849 -6.724
H 3.926 -7.754 -6.166
H 4.463 -8.128 -3.677
H 6.695 -10.840 -8.149
```

***

Result set for molecular weight: 740.618, 920.861, 1609.088 g/mol, one per record in the order listed.